[1]
The following is a quantum chemistry calculation of a single C4H8O2S molecule in a non-equilibrium geometry, from OMol25.

Its LUMO energy is 0.0243 Eh. As for the HOMO energy: -9.1777 eV. Its SMILES is O[C@@H]1C[C@H](O)[C@@H]1S. The HOMO-LUMO gap comes out at 9.838 eV.

Positions of all 15 atoms, in Å:
C1 0.93 -0.43 0.34
C2 -0.16 -1.02 -0.55
C3 -1.21 -0.32 0.29
C4 -0.15 0.61 0.86
H1 2.45 -0.51 -0.84
H2 1.20 -1.12 1.15
H3 -0.28 -2.13 -0.64
H4 -0.06 -0.58 -1.57
H5 -1.64 -0.99 1.08
H6 -1.91 0.93 -0.85
H7 -0.20 0.92 1.93
H8 1.29 2.15 -0.50
O1 2.08 0.14 -0.23
O2 -2.32 0.25 -0.32
S1 -0.02 2.11 -0.15

[2]
The following is a quantum chemistry calculation of a single C4H8O2S molecule in a non-equilibrium geometry, from OMol25.

Its LUMO energy is 0.0263 Eh. As for the HOMO energy: -8.4419 eV. Its SMILES is OC[C@@H]1[C@@H](O)[C@@H]1S. The HOMO-LUMO gap comes out at 9.156 eV.

Positions of all 15 atoms, in Å:
C1 -0.83 1.29 0.48
C2 0.29 0.29 0.75
C3 0.96 -0.37 -0.42
C4 0.12 -1.22 0.52
H1 -1.05 1.82 -1.33
H2 -0.36 2.25 0.60
H3 -1.62 1.08 1.22
H4 0.95 0.52 1.61
H5 0.59 -0.08 -1.45
H6 2.65 -1.29 -0.83
H7 0.64 -1.95 1.17
H8 -1.75 -1.05 -1.00
O1 -1.51 1.18 -0.76
O2 2.31 -0.48 -0.44
S1 -1.38 -1.99 -0.11

[3]
The following is a quantum chemistry calculation of C4H8O2Tl as an isolated structure in a non-equilibrium geometry, from OMol25.

Its LUMO energy (spin up / spin down) is -0.3802 / -0.4737 Eh. Its multiplicity is 2. As for the HOMO energy (spin up / spin down): -19.1955 / -19.2435 eV. The expectation value of S² is 0.76. As for the net charge: +2. The HOMO-LUMO gap (spin up / spin down) comes out at 8.849 / 6.352 eV.

Positions of all 15 atoms, in Å:
H1 -0.85 2.93 -1.11
C1 0.58 1.29 -0.87
C2 -0.72 1.87 -0.86
O1 -1.82 1.19 -0.54
Tl1 -2.31 -0.40 0.14
H2 0.86 0.96 -1.88
H3 1.30 1.79 -0.20
O2 -0.58 -2.06 1.06
C3 0.40 -1.01 1.08
C4 0.78 -0.70 -0.34
H4 -0.70 -2.43 1.94
H5 1.29 -1.30 1.67
H6 -0.13 -0.15 1.53
H7 0.05 -1.07 -1.07
H8 1.84 -0.91 -0.56

[4]
The following is a quantum chemistry calculation of a 2-piece molecular cluster, C4H8O3 overall, from OMol25.

Its LUMO energy is 0.0228 Eh. As for the HOMO energy: -8.5160 eV. Its SMILES is C/C=C/O.O=CO. The HOMO-LUMO gap comes out at 9.135 eV.

Positions of all 15 atoms, in Å:
C1 -2.03 1.36 -1.01
C2 -1.71 0.14 -0.19
O1 3.33 -1.28 -0.62
C3 -0.76 0.12 0.74
O2 -0.51 -0.98 1.51
C4 2.29 -0.87 0.09
O3 2.28 -0.77 1.30
H1 -2.00 1.14 -2.08
H2 -3.03 1.75 -0.79
H3 -1.31 2.17 -0.82
H4 -2.30 -0.76 -0.36
H5 4.04 -1.51 0.00
H6 -0.14 1.00 0.94
H7 0.40 -0.91 1.84
H8 1.44 -0.62 -0.55

Going through the records in order, we get DFT total energy values of -19206.68567, -19206.17183, -13041.41308, -10419.64524 eV.
Going through the records in order, we get molecular weight values of 120.2, 120.2, 292.5, 104.1 g/mol.